1.
{"formula": "C19H35BeBrF3IInNO4PSi", "method": "the ωB97M-V functional and the def2-TZVPD basis", "symbols": ["C", "Si", "C", "C", "C", "C", "F", "F", "In", "C", "C", "O", "I", "P", "O", "O", "O", "C", "C", "C", "C", "C", "C", "H", "H", "H", "H", "H", "H", "H", "H", "H", "H", "H", "H", "H", "H", "H", "H", "H", "H", "H", "H", "C", "C", "N", "C", "C", "C", "C", "H", "H", "H", "H", "H", "H", "H", "H", "H", "H", "H", "H", "H", "H", "H", "Be", "Br", "F"], "coordinates": [[1.8428, 1.3983, -2.3941], [-0.0207, 1.8263, -2.3436], [-0.8867, 0.7312, -3.6646], [-0.8829, 1.4466, -0.6678], [0.0076, 0.5929, 0.3644], [-0.6484, 0.8314, 1.8372], [-0.4804, -0.3985, 2.5870], [-2.0820, 1.0839, 1.7475], [0.3214, 2.6253, 2.8622], [-0.6707, 2.8085, 4.9001], [-2.2264, 3.1195, 4.6390], [-2.5990, 4.2489, 4.2177], [-3.7861, 1.6061, 4.9456], [2.8514, 2.3569, 2.9636], [3.5690, 2.8918, 1.6908], [3.6016, 3.1239, 4.2844], [3.1574, 0.6177, 2.9502], [-0.3033, 3.7232, -2.6587], [-1.8199, 4.1427, -2.7745], [-2.1921, 5.6295, -2.9794], [-1.0189, 6.6556, -3.0767], [0.4868, 6.2500, -2.9975], [0.8587, 4.7593, -2.7701], [2.3039, 1.4601, -3.4489], [1.9921, 0.3041, -2.0564], [2.4276, 2.1002, -1.7087], [-0.8765, -0.3592, -3.2699], [-1.9779, 1.0078, -3.8687], [-0.3469, 0.7273, -4.6876], [-1.9024, 0.9642, -0.9165], [-1.1348, 2.4536, -0.1563], [-0.0591, -0.5135, 0.0573], [1.0831, 0.9751, 0.3191], [0.0037, 4.1770, 1.9797], [-0.6346, 1.7635, 5.3776], [-0.1973, 3.6226, 5.5762], [2.8679, 3.4937, 4.8361], [3.0031, 0.3646, 1.9982], [-2.6341, 3.3359, -2.7028], [-3.2925, 5.9095, -3.0252], [-1.3045, 7.7505, -3.2250], [1.3353, 7.0051, -3.0975], [1.9280, 4.3617, -2.6736], [-1.2176, -3.5867, 1.2816], [-0.9974, -3.9348, -0.1855], [0.3365, -4.4526, -0.4767], [0.6276, -4.5242, -1.9078], [-0.2055, -5.4849, -2.7531], [0.7629, -5.6092, 0.3013], [-0.1002, -6.8688, 0.2232], [-0.4638, -2.8792, 1.6365], [-2.1987, -3.1219, 1.4081], [-1.1937, -4.4729, 1.9221], [-1.1476, -3.0131, -0.7577], [-1.7824, -4.6339, -0.5046], [1.6888, -4.7591, -2.0485], [0.5087, -3.5168, -2.3244], [0.0941, -6.5222, -2.5994], [-0.0509, -5.2667, -3.8147], [-1.2762, -5.3952, -2.5580], [0.8368, -5.2949, 1.3675], [1.7923, -5.8704, 0.0329], [-1.1682, -6.6511, 0.2888], [0.1434, -7.5378, 1.0573], [0.0864, -7.4292, -0.6930], [0.7240, -6.4870, 2.7585], [4.3359, -0.7081, 4.3177], [0.2014, 5.0459, 5.0586]], "forces_ev_per_a": [[0.864, -0.433, -0.090], [-0.257, 0.416, -0.226], [-0.224, -0.861, -0.856], [-0.156, 0.530, 0.506], [-2.111, -0.021, -0.109], [0.636, -0.504, -0.595], [-0.558, 1.464, -1.062], [2.367, -0.988, 0.020], [-2.609, 1.340, 0.056], [-2.148, -2.513, 1.617], [1.605, 5.748, -2.072], [1.115, -5.354, 1.948], [0.426, 0.024, 0.106], [3.979, 3.290, -2.057], [-2.105, -1.807, 3.099], [-2.025, -1.717, -1.360], [-0.319, 0.449, 0.570], [-0.945, 2.991, -0.742], [2.806, 2.889, -0.283], [4.102, -1.794, 0.448], [0.554, -2.816, 0.253], [-2.572, -2.845, 0.400], [-4.313, 0.828, -0.288], [-0.823, 0.055, 1.546], [-0.154, 1.690, -0.343], [-0.616, -1.067, -0.802], [-0.042, 1.652, -0.634], [1.452, -0.329, 0.381], [-0.789, 0.053, 1.630], [1.621, 0.508, 0.673], [0.418, -1.505, -0.861], [0.346, 1.452, 0.614], [-1.381, -0.625, 0.307], [0.500, -0.928, 0.120], [0.065, 1.205, -0.749], [-0.871, -0.492, -1.293], [0.537, -0.173, -0.220], [0.515, -0.195, 0.772], [1.398, 1.420, -0.079], [1.790, -0.129, 0.017], [0.614, -1.718, 0.244], [-1.570, -1.009, 0.183], [-1.745, 0.939, -0.194], [0.119, -0.048, -0.013], [-0.044, -0.035, 0.249], [0.266, 0.082, -0.115], [0.080, 0.242, 0.022], [0.002, -0.165, -0.267], [-0.269, 0.162, -0.461], [-0.040, -0.001, -0.318], [-0.067, -0.070, -0.014], [0.100, -0.030, -0.020], [-0.004, 0.023, 0.017], [0.176, -0.151, -0.163], [-0.119, 0.002, -0.043], [-0.062, -0.049, 0.185], [-0.085, -0.013, 0.188], [-0.099, 0.019, 0.017], [-0.007, 0.006, 0.085], [0.072, 0.002, 0.034], [-0.026, 0.333, -0.499], [-0.056, 0.169, -0.065], [0.043, 0.035, 0.036], [-0.076, -0.188, -0.118], [-0.032, 0.029, 0.075], [0.131, -0.282, 1.200], [-0.265, 0.316, -0.637], [0.884, 0.489, 0.030]], "e_tot_ha": -5107.32075, "charge": -1, "e_homo_ev": -5.30, "gap_ha": 0.104}



2.
{"formula": "C19H35F6N2O9S2", "method": "the ωB97M-V functional and the def2-TZVPD basis", "symbols": ["C", "C", "C", "C", "F", "F", "C", "F", "F", "F", "N", "C", "C", "C", "O", "O", "C", "C", "O", "N", "C", "C", "C", "F", "H", "H", "H", "H", "H", "H", "H", "H", "H", "H", "H", "H", "H", "H", "H", "H", "H", "H", "H", "O", "S", "O", "O", "C", "C", "C", "H", "H", "H", "H", "H", "H", "H", "H", "O", "S", "O", "O", "C", "C", "C", "H", "H", "H", "H", "H", "H", "H", "H"], "coordinates": [[1.3803, 1.1637, 3.9654], [1.5576, 2.3469, 2.9005], [1.1598, 1.9824, 1.3954], [1.9676, 3.0525, 0.4786], [3.3616, 2.7597, 0.4572], [1.4691, 3.0642, -0.8625], [1.8516, 4.5660, 0.9956], [2.9135, 4.9099, 1.8680], [2.0568, 5.3884, -0.1471], [0.5912, 4.9194, 1.4950], [-0.2469, 2.1571, 0.9272], [-0.8720, 1.0668, 0.4744], [0.0263, -0.2798, 0.5746], [-0.0439, -1.3150, -0.6405], [0.5251, -2.6103, -0.3623], [1.7796, -2.5203, 0.1641], [-0.6702, -0.9944, 1.8467], [-2.2860, -0.9700, 1.7515], [-2.7879, -1.9135, 1.0799], [-3.0898, 0.0423, 2.4344], [-4.2524, 0.5038, 1.6219], [-3.4642, -0.3583, 3.8252], [1.4320, 0.4953, 0.8507], [2.1421, 0.3647, -0.3966], [1.4880, 0.1137, 3.5475], [0.4157, 1.2240, 4.5774], [2.2308, 1.2855, 4.7328], [2.6734, 2.6260, 2.8980], [0.9483, 3.2366, 3.3044], [-0.8468, 2.9881, 0.8341], [-1.9352, 1.1467, 0.0754], [-1.1636, -1.4978, -0.8448], [0.3929, -0.9414, -1.6210], [1.7632, -2.8676, 1.0929], [-0.3949, -2.0979, 1.9533], [-0.4168, -0.5004, 2.8419], [-3.9409, 1.4204, 0.9945], [-4.7184, -0.2880, 0.9528], [-5.1028, 0.8903, 2.2940], [-2.5889, -0.1298, 4.5378], [-4.3487, 0.2392, 4.2116], [-3.7174, -1.4762, 3.8973], [2.0297, -0.2190, 1.5137], [1.1930, -7.5620, 2.1800], [1.0146, -8.2391, 0.9211], [1.9773, -8.1299, -0.1411], [-0.4490, -7.8780, 0.3363], [-0.7957, -6.5030, 0.1818], [-0.1297, -5.8892, -1.0358], [0.7133, -9.9552, 1.2322], [-0.5563, -5.9411, 1.0896], [-1.8801, -6.4627, 0.0547], [0.9533, -5.8327, -0.9050], [-0.5009, -4.8776, -1.2095], [-0.3161, -6.4953, -1.9252], [-0.0478, -10.0462, 2.0059], [1.6481, -10.4019, 1.5698], [0.3875, -10.4287, 0.3069], [-1.5160, 5.0703, -5.3760], [-0.2108, 5.5038, -5.8034], [0.6518, 4.6571, -6.5817], [0.6093, 6.0396, -4.5161], [0.7487, 5.1718, -3.3934], [1.7902, 4.0960, -3.6403], [-0.3675, 7.0599, -6.6319], [-0.2171, 4.7336, -3.1230], [1.0678, 5.7920, -2.5523], [1.4626, 3.4028, -4.4184], [1.9728, 3.5219, -2.7359], [2.7304, 4.5382, -3.9774], [-0.9843, 7.7226, -6.0264], [-0.8439, 6.8783, -7.5948], [0.6260, 7.4805, -6.7817]], "forces_ev_per_a": [[0.537, 0.085, 0.893], [-0.302, -0.710, 0.883], [1.470, 0.764, -1.790], [1.184, -0.280, -0.929], [-3.333, 0.485, -0.036], [0.951, -0.380, 3.310], [1.544, 2.869, -1.445], [-3.242, -1.056, -1.629], [-0.593, -1.812, 2.678], [2.647, -1.052, -0.596], [-2.787, -2.991, -0.876], [1.610, 0.001, -0.012], [-1.304, 2.180, 0.977], [-0.596, 0.638, -1.056], [-2.902, 0.395, -0.001], [2.475, 0.600, 1.250], [-0.726, 0.134, 1.525], [-0.858, -3.358, -1.619], [1.418, 3.655, 1.992], [0.114, -0.415, -0.706], [-1.140, 0.748, -0.459], [0.631, -0.500, 1.325], [0.792, -3.421, -0.328], [-1.096, 1.404, 1.759], [-0.096, 1.430, 0.428], [1.206, -0.025, -1.127], [-1.339, -0.225, -1.158], [-1.792, -0.351, -0.265], [1.008, -1.228, -1.002], [1.057, 0.224, 0.644], [1.494, -0.017, 0.592], [1.731, -0.053, 0.476], [-0.273, -0.028, 1.482], [-0.570, 0.058, -1.056], [-0.271, 1.566, -0.565], [-0.079, -0.361, -1.429], [-0.455, -1.431, 0.743], [0.781, 0.874, 0.813], [1.519, -0.646, -0.867], [-1.265, -0.476, -1.039], [1.173, -0.681, -0.779], [0.268, 1.587, -0.112], [-0.680, 1.682, -0.454], [0.093, 0.089, -0.657], [-0.434, -0.446, -0.196], [-0.247, 0.256, 0.636], [0.503, -0.561, 0.425], [-0.130, 0.894, -0.341], [0.310, -0.020, -0.080], [-0.176, 0.015, -0.023], [0.074, -0.182, 0.032], [0.099, -0.333, 0.125], [-0.088, 0.021, -0.015], [-0.059, -0.080, 0.056], [-0.069, 0.049, 0.090], [0.056, 0.056, -0.072], [0.008, 0.165, -0.038], [0.040, 0.090, 0.047], [0.651, -0.203, -0.059], [0.218, 0.532, -0.082], [-0.579, 0.071, 0.447], [-0.447, 0.185, -0.594], [0.314, -0.622, 0.575], [0.016, -0.202, -0.401], [0.066, 0.098, 0.152], [-0.055, 0.084, -0.185], [-0.109, 0.221, -0.280], [0.020, 0.078, 0.039], [0.070, 0.165, -0.224], [-0.081, 0.017, 0.084], [0.056, -0.089, -0.017], [0.026, -0.141, 0.096], [-0.058, -0.085, 0.028]], "e_tot_ha": -2926.67938, "charge": 1, "e_homo_ev": -12.41, "gap_ha": 0.271}



3.
{"formula": "C19H36Br4F6N5O7RbS2", "method": "the ωB97M-V functional and the def2-TZVPD basis", "symbols": ["Rb", "C", "F", "F", "F", "S", "O", "O", "N", "S", "O", "O", "C", "F", "F", "F", "C", "O", "N", "C", "C", "H", "H", "H", "H", "H", "H", "H", "C", "O", "N", "C", "C", "H", "H", "H", "H", "H", "H", "H", "C", "O", "N", "C", "C", "H", "H", "H", "H", "H", "H", "H", "C", "C", "C", "C", "N", "H", "H", "H", "H", "H", "H", "H", "Br", "C", "C", "Br", "H", "H", "H", "H", "Br", "C", "C", "Br", "H", "H", "H", "H"], "coordinates": [[1.2143, -3.6076, -3.1030], [1.4809, -0.0151, -3.9615], [2.4372, -0.9316, -4.0932], [1.9265, 1.1668, -4.3059], [0.4149, -0.4247, -4.6354], [1.0494, 0.1774, -2.1236], [2.2938, 0.4993, -1.4533], [0.0711, 1.2357, -2.0921], [0.4263, -1.3419, -1.7236], [-0.2684, -1.1603, -0.3358], [-0.2633, 0.1073, 0.3382], [-1.5950, -1.7555, -0.3444], [0.7829, -2.2482, 0.8524], [-0.0060, -2.6721, 1.8202], [1.2144, -3.3602, 0.1999], [1.7992, -1.5325, 1.2735], [2.2635, 2.5381, 1.1888], [1.4918, 3.3516, 1.6598], [3.0738, 1.7863, 1.9690], [4.0050, 0.8081, 1.4954], [2.9730, 1.8679, 3.4312], [2.4994, 2.4186, 0.1265], [5.0121, 1.0604, 1.8488], [4.0022, 0.7721, 0.4057], [3.7562, -0.1636, 1.9339], [2.2187, 1.1830, 3.8150], [3.9732, 1.7224, 3.8340], [2.6914, 2.9024, 3.6305], [-1.8226, 0.7466, 5.5152], [-2.3204, -0.1859, 6.1389], [-1.7205, 0.7656, 4.1788], [-1.0102, 1.7865, 3.4067], [-2.3247, -0.2480, 3.3723], [-1.4415, 1.6287, 6.0473], [-0.5828, 2.5524, 4.0495], [-1.8149, 2.1491, 2.7627], [-0.2094, 1.3418, 2.8173], [-1.5845, -0.7950, 2.7759], [-2.6872, -1.0798, 3.9707], [-3.0865, 0.1723, 2.7137], [-1.8956, 3.2424, -4.0585], [-3.0838, 3.3332, -3.8118], [-1.4234, 3.3028, -5.3355], [-2.3090, 3.5857, -6.4596], [-0.1308, 2.7486, -5.6739], [-1.1019, 3.1123, -3.3137], [-2.0303, 4.5637, -6.8575], [-3.3275, 3.7382, -6.1104], [-2.2939, 2.7864, -7.1970], [0.4442, 3.3916, -6.3437], [0.4973, 2.6917, -4.7928], [-0.2150, 1.7356, -6.0749], [-2.1777, -4.1472, 4.0794], [-2.6279, -4.5904, 5.4856], [-2.6458, -6.1487, 5.6292], [-3.6998, -6.7425, 4.8070], [-4.5311, -7.2262, 4.1789], [-1.0865, -4.2151, 4.0264], [-2.2844, -3.0907, 3.8448], [-2.6145, -4.7053, 3.2513], [-3.6304, -4.2376, 5.7076], [-1.8121, -4.2733, 6.1306], [-2.6353, -6.6395, 6.5988], [-1.7255, -6.4550, 5.1170], [-4.9249, -0.7076, -4.0719], [-3.4287, -1.2172, -2.8684], [-2.6256, -2.3102, -3.5653], [-3.5962, -4.0224, -3.5272], [-3.7364, -1.4628, -1.8586], [-2.8311, -0.3081, -2.8065], [-1.7593, -2.5629, -2.9637], [-2.4165, -2.0782, -4.6028], [5.9348, 1.5339, -3.4678], [4.9293, 2.9706, -2.5222], [5.9001, 3.5355, -1.5022], [4.8587, 4.5332, -0.1473], [4.0193, 2.5263, -2.1321], [4.6669, 3.6548, -3.3236], [6.6419, 4.2196, -1.8959], [6.3750, 2.7165, -0.9724]], "forces_ev_per_a": [[-0.040, -0.234, 0.025], [-0.504, -0.299, 2.539], [0.460, -0.398, -0.427], [0.140, -0.201, -0.734], [0.064, 0.310, -0.516], [0.065, 1.077, 0.640], [-0.324, -0.989, -0.781], [0.147, -0.912, -0.812], [1.587, 2.590, -1.524], [-3.161, -1.069, 3.540], [1.105, 0.044, -0.516], [1.226, -0.613, -0.545], [-1.588, 0.348, -1.891], [0.366, 0.242, 0.550], [0.442, 0.149, 0.009], [0.298, -0.393, 0.443], [0.773, 0.392, 0.675], [-0.391, -0.044, -0.407], [-0.161, -0.383, 0.818], [0.253, -0.067, -0.078], [0.020, 1.058, -1.099], [-0.380, -0.078, -0.189], [0.012, 0.007, -0.153], [-0.060, -0.161, 0.066], [0.059, -0.090, -0.332], [0.161, -0.104, 0.220], [-0.119, -0.350, 0.223], [-0.236, -0.163, 0.337], [-0.407, -1.032, 0.457], [0.122, 0.464, 0.002], [0.847, 0.380, 0.054], [-0.927, -0.418, 0.325], [0.310, -1.369, -0.222], [0.213, 0.160, -0.265], [-0.218, 0.105, -0.013], [0.692, 0.709, -0.390], [-0.098, 0.000, -0.112], [0.155, 0.638, -0.366], [-0.632, 0.575, 0.407], [-0.042, -0.127, 0.029], [-0.871, -0.074, -0.726], [0.427, 0.167, 0.527], [0.340, -0.285, -0.468], [-0.179, 0.608, 0.721], [0.281, 0.434, 0.449], [-0.040, -0.120, 0.159], [0.232, -0.238, -0.539], [0.011, -0.368, 0.228], [0.126, 0.071, -0.140], [-0.316, -0.047, -0.344], [-0.269, 0.037, 0.307], [-0.023, 0.059, -0.253], [0.635, -0.054, -0.075], [0.205, -0.833, -0.370], [0.669, 0.260, -1.759], [-0.314, -0.182, 0.213], [0.052, 0.084, -0.042], [0.011, -0.586, -0.111], [-0.682, 0.068, 0.416], [-0.086, -0.119, 0.099], [0.231, 0.494, 0.446], [-0.636, 0.500, 0.612], [-0.178, 0.577, 0.296], [0.112, -0.265, 0.273], [0.350, -0.207, 0.715], [0.298, 0.300, -1.084], [-0.734, -0.257, 0.937], [0.099, 0.125, -0.203], [-0.386, -0.225, -0.188], [0.072, -0.025, -0.043], [0.279, 0.405, -0.076], [0.112, 0.006, 0.021], [-0.379, 0.184, 0.113], [0.681, -0.122, -0.695], [-0.903, -0.137, 0.533], [0.314, -0.122, -0.344], [0.205, -0.140, 0.288], [0.024, 0.194, 0.184], [-0.065, -0.052, -0.185], [0.068, 0.136, 0.123]], "e_tot_ha": -13261.69153, "e_homo_ev": -8.71, "gap_ha": 0.264}